[1]
The following is a quantum chemistry calculation of a 2-piece molecular cluster, C2H3NOS2 overall in a non-equilibrium geometry, from OMol25.

ORCA input file:
```
! RIJCOSX wB97M-V def2-TZVPD def2/J DEFGRID3
* xyz 0 1
N 1.94 -1.12 0.79
C 2.23 0.03 0.63
O 2.65 1.07 0.34
H 1.38 -1.70 1.50
S -2.84 -0.48 0.81
C -1.92 -0.01 -0.41
S -0.91 1.41 -0.54
H -2.21 -0.46 -1.38
H -0.32 1.25 -1.74
*
```

Summary:
structure (SMILES)	N=C=O.S=CS
frontier orbital gap	8.6	eV
relative energy (zero: lowest compared OMol25 entry of this formula, charge and spin)	1.1447	eV
LUMO energy	-0.47	eV
HOMO	-9.0	eV
E_tot	-27329.63225	eV
strongest force on any atom	3.717	eV Å⁻¹

=====

[2]
The following is a quantum chemistry calculation of C2H3NOS2 in the gas phase in a non-equilibrium geometry, from OMol25.

ORCA input file:
```
! RIJCOSX wB97M-V def2-TZVPD def2/J DEFGRID3
* xyz 0 1
O -0.46 1.74 0.03
C 0.03 0.65 -0.06
C 1.53 0.49 -0.19
S 2.44 -0.81 -0.02
N -0.63 -0.53 -0.06
S -2.31 -0.68 -0.16
H 1.97 1.49 -0.35
H -0.03 -1.29 -0.29
H -2.55 -1.06 1.09
*
```

Summary:
structure (SMILES)	O=C(C=S)NS
frontier orbital gap	8.1	eV
relative energy (zero: lowest compared OMol25 entry of this formula, charge and spin)	1.1090	eV
LUMO energy	-1.35	eV
HOMO	-9.5	eV
E_tot	-27329.66802	eV
strongest force on any atom	1.270	eV Å⁻¹

=====

Repeat the first record exactly.
The following is a quantum chemistry calculation of a 2-piece molecular cluster, C2H3NOS2 overall in a non-equilibrium geometry, from OMol25.

ORCA input file:
```
! RIJCOSX wB97M-V def2-TZVPD def2/J DEFGRID3
* xyz 0 1
N 1.94 -1.12 0.79
C 2.23 0.03 0.63
O 2.65 1.07 0.34
H 1.38 -1.70 1.50
S -2.84 -0.48 0.81
C -1.92 -0.01 -0.41
S -0.91 1.41 -0.54
H -2.21 -0.46 -1.38
H -0.32 1.25 -1.74
*
```

Summary:
structure (SMILES)	N=C=O.S=CS
frontier orbital gap	8.6	eV
relative energy (zero: lowest compared OMol25 entry of this formula, charge and spin)	1.1447	eV
LUMO energy	-0.47	eV
HOMO	-9.0	eV
E_tot	-27329.63225	eV
strongest force on any atom	3.717	eV Å⁻¹

=====

The highest relative energy (zero: lowest compared OMol25 entry of this formula, charge and spin) belongs to which entry? number 1